C36H50AsBrCl2N6O2SiV as an isolated structure in a non-equilibrium geometry, computed with the ωB97M-V functional and the def2-TZVPD basis.

Each line ends with the Mulliken charge.
Geometry (Å):
V -2.59232 -0.57606 -0.71304  -0.508
Cl -5.74590 1.05075 -6.40783  -0.204
C -4.75330 0.20698 -5.23514  0.110
C -5.01616 0.30610 -3.89741  -0.976
C -4.19322 -0.26501 -2.98088  0.402
N -4.27869 -0.28230 -1.54546  0.523
C -5.32302 0.28686 -0.80658  0.164
O -6.38100 0.59766 -1.29278  -0.642
C -4.95870 0.49642 0.65569  0.904
C -5.95161 1.00253 1.44031  -1.116
C -5.51942 1.26804 2.74199  -0.389
C -4.24051 0.97246 3.18314  -0.950
C -3.33987 0.43227 2.26877  -0.215
N -3.72711 0.16791 0.98358  0.377
C -2.95172 -0.97155 -3.50072  -0.417
C -2.67655 -1.01237 -4.86090  0.081
C -3.60877 -0.44274 -5.72902  0.110
Cl -3.26932 -0.35613 -7.40069  -0.208
N -2.21862 -1.54389 -2.44330  0.771
C -2.01232 -2.89995 -2.37964  -0.221
O -1.95748 -3.70283 -3.32817  -0.697
C -1.74405 -3.38409 -0.92265  0.689
C -1.33864 -4.71594 -0.62261  -0.900
C -1.31822 -5.06746 0.71774  -0.256
C -1.63973 -4.16898 1.69458  -0.815
C -1.98880 -2.88967 1.32679  0.006
N -2.00549 -2.51954 0.03416  0.319
H -5.89753 0.75531 -3.55311  0.739
H -6.90089 1.21010 1.05788  0.658
H -6.13373 1.76696 3.47946  0.413
H -3.95430 1.15996 4.26826  0.388
H -2.35098 0.22261 2.66394  0.427
H -1.72768 -1.40167 -5.19185  -0.107
H -1.14362 -5.46021 -1.38993  0.540
H -0.86013 -5.99143 1.04357  0.398
H -1.47211 -4.38778 2.76636  0.410
H -2.08638 -2.13599 2.11742  0.361
C 0.96192 1.82449 5.26708  -1.703
C 2.18745 1.09283 4.72618  2.160
C 3.42243 1.88491 5.20482  -1.531
C 2.10892 -0.30574 5.42964  -1.839
Si 2.33397 0.80745 2.82663  -1.272
Br 0.11512 0.19191 2.07719  -0.085
C 3.33958 -0.72779 2.28677  2.383
C 3.49696 -0.60740 0.72645  -2.105
C 2.55673 -2.01442 2.61451  -1.582
C 4.78277 -0.84010 2.81512  -1.636
C 2.62235 2.41005 1.74871  2.515
C 2.22024 2.31716 0.28597  -2.054
C 4.14331 2.87954 1.83113  -1.490
C 1.71049 3.57303 2.34662  -1.666
H 1.07980 1.74153 6.35801  0.609
H -0.04585 1.46129 4.91900  0.081
H 1.01997 2.85136 5.00269  0.407
H 3.51108 2.11908 6.29740  0.397
H 3.51355 2.84172 4.68803  0.290
H 4.35116 1.35319 4.94350  0.338
H 1.95329 -0.21826 6.50425  0.550
H 3.03972 -0.92729 5.25752  0.243
H 1.26724 -0.83980 5.05454  0.401
H 2.46065 -0.45719 0.34343  0.126
H 3.97845 -1.52981 0.46159  0.818
H 4.25979 0.11437 0.48982  0.363
H 1.58678 -1.93814 2.07862  0.163
H 2.41421 -2.17146 3.69249  0.271
H 3.06144 -2.83047 2.12635  0.519
H 5.27094 0.13835 3.02154  0.274
H 5.41921 -1.30071 2.12571  0.506
H 4.89227 -1.48612 3.70891  0.395
H 2.89378 1.66491 -0.27962  0.292
H 2.29476 3.34562 -0.07094  0.736
H 1.21755 1.93601 0.11778  0.068
H 4.86095 2.06752 1.58471  0.269
H 4.46036 3.18703 2.82406  0.318
H 4.34573 3.64476 1.12220  0.509
H 0.66472 3.27789 2.53687  0.274
H 1.63702 4.43028 1.65047  0.532
H 2.15988 4.03328 3.24712  0.340
N -0.79880 1.13291 -2.55231  0.385
C -0.36741 2.31295 -2.85429  -0.182
C -0.92907 3.23645 -1.99712  -1.211
C -1.60558 2.43574 -1.10168  -0.702
N -1.54308 1.13252 -1.41885  0.925
H -0.63036 0.23156 -3.04303  -0.295
H 0.28238 2.44319 -3.65633  0.544
H -0.57528 4.26802 -2.04279  0.400
H -2.14626 2.77537 -0.21123  0.455
C 2.86256 -1.39666 -4.24165  -1.229
As 1.06378 -0.79034 -4.54590  0.578
C 1.44252 0.14967 -6.24557  -1.260
C 0.64128 -2.54523 -5.40836  -1.447
H 3.38234 -0.79821 -3.54027  0.359
H 3.31368 -1.50850 -5.21597  0.424
H 2.75136 -2.39495 -3.67946  0.339
H 1.36179 1.24465 -6.11501  0.343
H 0.76168 -0.28386 -6.97568  0.341
H 2.40113 0.06471 -6.43936  0.511
H 1.04572 -3.30409 -4.77117  0.397
H 1.28704 -2.50912 -6.39501  0.431
H -0.29425 -2.61901 -5.78374  0.543

Calculated values
Relative energy (zero: lowest compared OMol25 entry of this formula, charge and spin) = 2.918 eV
Charge = +1
Electronic energy = -8844.3450 a.u.
Gap between HOMO and LUMO (spin up / spin down) = 6.67 / 7.01 eV
Spin multiplicity = 3